1.
106
Properties=species:S:1:pos:R:3:forces:R:3:mulliken_charge:R:1 method="wB97M-V/def2-TZVPD" homo_ev=-8.589 e_tot_ha=-2845.548953
N -1.17740 0.57601 2.76802 1.955 -4.102 1.869 0.23
H -1.99582 0.98831 2.47294 -3.533 -0.369 -1.265 -0.14
H -0.71000 0.02703 2.00899 -0.805 0.659 0.246 -0.10
H -1.14452 -0.01364 3.70042 -0.565 1.203 -2.172 0.27
H -0.75015 1.43169 2.84537 2.842 2.360 0.628 0.51
O -1.25580 1.25449 0.01385 -1.081 1.114 -2.709 -0.27
H -1.49098 1.65164 -0.94363 0.939 -1.288 3.430 -0.49
C 2.02211 0.88503 -0.38829 -6.183 0.189 -2.596 0.44
C 2.14040 -0.05013 -1.58145 1.877 1.018 1.398 -0.01
O 3.43905 -0.47927 -1.34259 1.944 -0.680 -2.318 -0.39
C 3.95399 -0.05546 -0.19295 -1.849 -0.212 -0.270 0.57
O 4.96325 -0.38532 0.26329 2.843 -0.562 1.012 -0.50
O 3.01741 0.66548 0.42662 3.154 -0.298 3.260 -0.35
F 1.90336 0.46216 -2.81084 0.820 1.664 -0.434 -0.31
H 1.00222 0.67194 0.13758 1.457 1.504 -1.222 -0.06
H 2.22251 1.76934 -0.97333 -1.009 1.551 0.621 0.10
H 1.66695 -0.90284 -1.69187 -3.234 -4.189 0.617 0.45
C -4.46408 3.20902 -0.21046 0.937 0.521 -0.554 0.15
C -3.57336 3.65943 0.92818 0.809 3.457 -0.844 0.89
O -4.12978 3.11855 2.05622 1.884 0.878 1.119 -0.37
C -5.10365 2.30353 1.74349 -2.648 -2.552 2.617 0.67
O -5.72328 1.66496 2.60055 1.411 1.424 -2.425 -0.61
O -5.25459 2.24413 0.44068 -1.935 -0.391 -0.666 -0.30
F -3.57268 5.10332 1.08431 -0.835 -1.365 -0.185 -0.39
H -3.92783 2.65956 -0.96717 0.425 0.040 -0.174 -0.21
H -4.95621 4.07285 -0.72311 -0.294 -0.811 0.864 0.27
H -2.51594 3.56034 0.78344 0.489 -1.232 0.245 -0.11
C -2.56299 0.25744 -3.29733 -4.195 0.894 1.361 -0.10
C -3.52064 -0.12587 -2.03416 -2.316 -0.727 -8.821 1.83
O -3.86423 -1.47011 -2.34153 0.573 -0.230 -0.516 -0.39
C -3.38770 -1.84121 -3.59921 -1.813 -4.578 -1.521 0.55
O -3.55556 -2.97537 -4.14794 0.735 5.280 2.988 -0.59
O -2.83843 -0.80448 -4.20219 2.057 0.081 -0.040 -0.32
F -4.64197 0.65346 -2.01428 0.093 -0.261 0.238 -0.34
H -1.65791 0.61662 -2.86414 1.825 -1.291 -0.441 0.05
H -2.96762 1.13237 -3.79299 -0.266 0.257 0.029 0.28
H -2.99001 -0.05938 -1.25668 3.469 0.503 6.833 -0.88
C 2.22118 -0.57389 4.26051 2.703 3.961 0.192 -0.75
O 1.03912 -1.15630 4.13495 -4.039 -1.711 -3.603 0.23
C 0.56178 -1.60903 5.34451 -1.802 -1.216 1.035 -0.86
C -0.77436 -2.51437 5.27684 7.497 -1.773 -2.894 -0.89
O -1.66782 -1.89324 4.64569 -7.504 4.188 -4.278 -0.20
C -3.00222 -2.56274 4.50932 1.856 -3.135 2.710 -0.94
C -3.93441 -1.70519 3.74410 2.174 -2.123 -2.345 -0.56
O -3.32259 -1.68353 2.41737 -1.019 -0.118 1.140 -0.15
C -4.11024 -1.11416 1.42114 -2.789 2.727 -1.192 -0.06
H 1.92580 0.26052 4.94367 1.627 0.130 0.189 0.34
H 2.68482 -0.01427 3.32961 -1.288 -1.690 1.348 0.10
H 2.95584 -1.24077 4.71727 0.310 0.158 0.002 0.31
H 0.50107 -0.71681 6.02118 0.028 -1.011 0.123 0.48
H 1.24528 -2.39151 5.54840 1.201 -0.444 1.855 0.47
H -1.08352 -2.91426 6.13745 -0.701 -1.293 4.180 0.57
H -0.44926 -3.40017 4.61271 0.074 0.485 0.971 0.26
H -3.29713 -2.75239 5.57651 -0.335 0.733 -0.653 0.47
H -2.84870 -3.68347 4.22881 -0.046 2.044 -0.612 0.38
H -3.74186 -0.80960 4.18764 -0.422 3.189 1.056 0.31
H -4.96855 -1.98791 3.70741 -0.398 -0.258 0.152 0.54
H -3.64443 -0.15150 1.08952 0.382 -0.942 -0.436 -0.48
H -5.18817 -0.44458 1.80378 2.647 -3.009 -0.823 0.25
H -4.23579 -1.85681 0.52428 -0.163 1.535 1.737 0.25
C 4.10330 8.32658 -5.60319 -3.654 -4.189 -2.038 -1.04
O 3.69396 6.91418 -5.44575 -0.849 1.471 -1.894 -0.33
C 4.36665 6.20190 -4.48885 2.071 -2.060 -0.575 -0.66
C 3.96802 4.74959 -4.27172 2.981 0.992 -5.284 -0.58
O 2.78183 4.80460 -3.77702 -3.185 0.605 3.859 -0.23
C 2.36386 3.59288 -3.32736 -3.145 1.860 -5.214 -1.56
C 0.94608 3.70182 -3.18690 -4.765 2.465 -2.778 0.25
O 0.50016 4.74447 -2.30348 2.080 0.347 -0.775 -0.41
C -0.74906 4.51758 -1.78808 2.792 0.368 7.065 -0.60
H 4.94951 8.45650 -6.08121 5.212 0.020 -1.331 0.43
H 3.93729 8.78797 -4.76583 -0.045 2.615 5.133 0.42
H 3.52003 8.89804 -6.29502 -1.662 -0.575 -0.660 0.34
H 4.26758 6.60063 -3.55299 -0.023 1.670 2.606 0.40
H 5.39291 6.00872 -4.71213 1.466 0.986 -0.438 0.39
H 4.74596 4.06083 -3.89325 -0.190 0.744 0.999 0.46
H 3.85408 4.34833 -5.30377 0.339 -0.216 -0.263 0.36
H 2.65742 3.16577 -2.53253 3.737 -2.150 6.371 0.87
H 2.52910 2.91604 -4.11719 0.196 -1.520 -1.119 0.42
H 0.43196 2.83696 -2.93612 -0.460 -2.219 0.998 0.09
H 0.45632 3.89044 -4.26763 1.043 0.071 1.940 0.24
H -1.11869 5.46259 -1.11165 1.144 -2.422 -1.502 0.18
H -0.66140 3.50989 -1.16493 -0.675 2.004 -0.544 0.05
H -1.41153 4.36756 -2.47132 -4.414 -0.792 -4.572 0.60
C 0.84053 -8.83681 -0.11486 8.999 1.022 3.106 -0.82
O 1.30130 -7.50206 0.24850 -0.892 0.860 -0.221 -0.28
C 2.63345 -7.33157 0.73631 -0.110 -2.510 -1.077 -0.59
C 3.08230 -5.91365 0.51698 8.899 -7.438 -4.150 -0.52
O 2.19184 -5.15469 0.76562 -9.509 8.783 5.133 -0.04
C 2.56160 -3.82648 0.82649 0.945 2.020 2.737 -1.12
C 1.34079 -2.93854 1.18687 1.405 -1.394 0.515 0.75
O 0.37997 -3.18198 0.22095 -3.005 1.516 0.014 -0.44
C -0.77606 -2.24472 0.25563 -0.594 2.981 -1.216 0.32
H 1.50459 -9.30565 -0.87334 -0.256 0.170 0.460 0.27
H -0.04038 -8.76848 -0.42579 -7.459 0.748 -2.611 0.29
H 0.91211 -9.29512 0.84425 -0.265 -1.561 0.394 0.34
H 3.14167 -8.01477 0.03709 1.096 0.267 0.631 0.38
H 2.82775 -7.67042 1.78613 -0.639 0.164 -0.530 0.28
H 3.17028 -5.73557 -0.55084 1.688 -1.074 -1.365 0.34
H 4.15442 -5.76614 0.95742 -1.497 -0.060 -0.027 0.30
H 3.14673 -3.49243 -0.06814 -0.454 -0.321 0.478 0.44
H 3.22646 -3.70054 1.83420 -0.733 -0.150 -2.387 0.25
H 1.66246 -1.89766 1.36283 -0.138 0.079 -0.651 -0.08
H 1.10248 -3.29726 2.20534 -0.738 0.070 -0.308 -0.04
H -1.63742 -2.42973 -0.59585 2.377 -0.424 2.336 0.17
H -0.36904 -1.18527 -0.13093 -0.729 -1.986 0.910 -0.13
H -1.34710 -1.93394 1.29259 1.643 -1.722 -2.205 -0.19

=====

2.
98
Properties=species:S:1:pos:R:3:forces:R:3:mulliken_charge:R:1 method="wB97M-V/def2-TZVPD" total_charge=-1 homo_ev=-3.821 e_tot_ha=-2630.179106
C 6.46648 2.72937 1.97702 -0.193 0.980 -0.640 -1.50
C 5.17086 2.66323 1.11790 1.331 -0.211 1.373 0.46
O 4.14548 3.20728 1.90361 -0.233 -0.624 -1.045 -0.12
P 2.61136 3.49301 1.14070 -2.166 2.161 0.890 1.75
C 2.06390 4.45763 2.71420 0.283 -0.241 0.634 -0.66
C 2.91661 4.27519 3.98672 -0.792 0.578 0.551 -1.24
Si 3.14465 5.50990 0.23152 1.126 -1.322 -0.842 0.74
C 4.48481 6.39975 1.26064 -0.150 0.283 -0.102 -1.08
C 3.96452 5.21892 -1.48298 -0.224 1.105 0.070 -1.37
C 1.62118 6.57629 -0.10135 0.463 0.666 0.315 -1.25
O 2.92779 2.51812 -0.26300 -0.306 -0.402 -0.094 -0.56
C 2.47035 1.20381 -0.19064 1.056 -0.521 0.259 -0.72
C 1.54988 1.03524 1.07198 0.349 0.928 0.442 2.78
C 0.08877 1.10949 0.54268 -0.245 0.149 0.384 -1.83
O -0.77335 1.84997 1.44878 0.350 -0.322 -0.019 -0.15
N -1.46815 2.86267 0.75834 -0.513 0.120 0.173 0.14
O -2.38737 2.43853 0.16478 0.297 0.084 0.000 -0.31
C 1.83669 -0.14821 1.97998 -1.020 0.249 -1.254 -0.46
C 0.82183 -0.71313 2.70280 -0.059 -1.377 1.198 -1.30
C 1.16718 -1.78508 3.57533 -0.610 1.452 -0.888 -0.70
C 2.48298 -2.14154 3.61580 0.408 -1.411 1.070 -0.47
N 3.47645 -1.62389 2.89987 -0.039 -0.240 0.423 -0.71
C 3.11688 -0.64233 2.11565 0.879 0.735 -0.799 0.08
O 1.79473 2.12338 1.91730 0.956 -0.665 -0.616 -0.61
H 7.20018 1.97747 1.67545 -0.109 -0.083 0.224 0.39
H 6.23415 2.71976 3.04263 0.001 -0.443 -0.076 0.25
H 6.91723 3.71212 1.78115 0.112 -0.130 0.183 0.36
H 5.02327 1.59879 0.89253 -0.345 0.194 -0.325 -0.04
H 5.38392 3.24018 0.21165 -0.426 -0.242 -0.187 -0.04
H 1.28187 3.74287 0.53317 -0.048 0.258 0.115 -0.45
H 1.04736 4.15395 2.98626 0.042 -0.093 -0.310 0.43
H 2.00033 5.54463 2.54473 0.055 -0.132 -0.247 0.12
H 2.35815 4.73447 4.82291 0.108 -0.067 -0.052 0.42
H 3.05107 3.23135 4.27199 0.226 0.021 -0.293 0.14
H 3.86469 4.81490 3.95805 0.119 -0.349 -0.198 0.22
H 4.91514 5.74879 2.02529 -0.236 -0.103 -0.064 0.18
H 5.31064 6.67952 0.59457 -0.135 0.184 0.074 0.38
H 4.09865 7.29567 1.76141 0.154 -0.012 -0.068 0.32
H 3.97579 6.18784 -2.01243 0.019 -0.179 -0.075 0.39
H 3.39616 4.51171 -2.08872 0.179 -0.115 0.093 0.27
H 5.01362 4.92765 -1.38098 -0.161 -0.278 -0.014 0.31
H 0.92548 6.15687 -0.82853 0.014 -0.146 0.180 0.27
H 1.11528 6.84031 0.83235 -0.206 -0.237 -0.143 0.33
H 1.98752 7.53461 -0.50201 -0.049 -0.141 -0.082 0.34
H 1.94768 0.84604 -1.09317 -0.147 0.469 -0.007 0.09
H 3.38958 0.59609 -0.17359 -0.391 -0.378 0.310 0.44
H -0.36079 0.11796 0.41849 0.180 0.049 -0.277 0.19
H 0.10019 1.66161 -0.39767 -0.013 -0.191 -0.037 0.88
H -0.19834 -0.35173 2.62824 0.062 -0.014 0.027 0.72
H 0.46214 -2.29838 4.21555 -0.123 0.126 -0.083 0.51
H 2.75346 -2.93945 4.31039 0.143 0.052 -0.178 0.36
H 3.89903 -0.16949 1.52923 0.053 -0.135 0.152 0.27
C -2.31201 -2.67263 -7.07861 -0.041 0.071 0.105 -0.82
O -2.42747 -2.35521 -5.71287 0.133 0.065 -0.038 -0.20
C -2.02088 -3.43135 -4.88274 -0.340 0.221 -0.044 -0.90
C -1.85497 -2.96762 -3.45122 0.216 -0.118 0.090 -0.04
O -0.60167 -2.34785 -3.19910 -0.107 0.029 -0.087 -0.49
C -0.45047 -1.01874 -3.68922 0.191 -0.040 0.187 -0.63
C -1.18522 0.01364 -2.86194 -0.231 0.117 -0.342 0.03
O -2.55008 0.07015 -3.24158 -0.115 -0.153 0.038 -0.38
C -3.31801 0.82333 -2.32593 -0.011 -0.116 -0.191 -0.67
H -2.91669 -3.55233 -7.33127 0.061 -0.039 -0.054 0.31
H -2.67340 -1.82122 -7.65298 -0.023 0.010 0.045 0.23
H -1.26464 -2.85577 -7.34725 -0.026 -0.103 -0.053 0.33
H -1.07316 -3.84781 -5.24569 0.012 -0.059 0.058 0.36
H -2.79865 -4.20730 -4.92406 0.115 -0.125 0.032 0.47
H -1.86737 -3.85383 -2.81254 0.033 -0.014 -0.060 0.31
H -2.68277 -2.32617 -3.14030 -0.048 0.048 -0.182 0.18
H -0.72457 -0.95344 -4.74390 -0.168 0.070 0.037 0.20
H 0.61834 -0.80787 -3.61324 -0.005 -0.045 0.057 0.50
H -0.73808 1.00281 -3.03481 0.121 -0.023 0.150 0.59
H -1.10239 -0.24044 -1.79938 0.095 0.014 0.024 -0.19
H -3.31294 0.35122 -1.33775 0.056 0.131 0.073 0.20
H -4.34301 0.84948 -2.69411 0.029 -0.019 -0.058 0.32
H -2.94403 1.84822 -2.24745 0.007 -0.007 0.104 0.31
C -6.77926 -5.65035 2.72028 0.121 0.035 -0.005 -0.78
O -5.52319 -5.59603 2.08759 -0.072 0.111 -0.076 -0.22
C -5.43079 -6.51465 1.01206 0.204 0.086 0.343 -0.59
C -4.21097 -6.22073 0.16443 -0.041 -0.049 -0.235 -0.43
O -4.41943 -5.18464 -0.78502 -0.024 -0.007 0.107 -0.47
C -4.43078 -3.85759 -0.26765 0.048 0.040 -0.250 -0.64
C -3.05256 -3.33677 0.07722 -0.105 0.055 0.426 -0.23
O -2.65627 -3.78823 1.36086 0.003 -0.124 -0.046 -0.35
C -1.28460 -3.53746 1.58948 -0.125 -0.134 0.019 -0.55
H -6.98253 -6.65650 3.10673 -0.085 -0.003 -0.025 0.31
H -6.76582 -4.95008 3.55357 0.054 -0.007 -0.008 0.23
H -7.57577 -5.35354 2.02737 -0.063 -0.096 0.023 0.32
H -6.33287 -6.45684 0.39033 0.019 -0.063 -0.057 0.34
H -5.34404 -7.52665 1.43338 -0.081 -0.075 -0.136 0.45
H -3.99658 -7.11171 -0.43056 -0.037 0.017 -0.026 0.40
H -3.33380 -6.01924 0.78262 -0.112 0.060 0.157 0.20
H -5.11409 -3.76897 0.57888 0.135 -0.011 0.123 0.26
H -4.82788 -3.24091 -1.07710 0.027 -0.046 -0.041 0.46
H -3.07377 -2.23769 0.09191 0.051 0.025 -0.191 0.41
H -2.33210 -3.67473 -0.67712 -0.037 0.081 -0.029 0.20
H -0.67851 -4.10686 0.87539 0.134 0.153 -0.012 0.35
H -1.04264 -3.87236 2.59629 -0.059 0.010 0.009 0.30
H -1.05550 -2.47047 1.51041 0.065 -0.012 -0.079 0.06

=====

Number 1: orbital gap 8.3 eV, largest force on an atom 13.9 eV Å⁻¹. Number 2: orbital gap 6.0 eV, largest force on an atom 3.2 eV Å⁻¹.